No. 1
The following is a quantum chemistry calculation of a 2-piece molecular cluster, C26H29Cl2F3N2O7S overall, from OMol25.

```
! RIJCOSX wB97M-V def2-TZVPD def2/J DEFGRID3
* xyz 0 1
Cl 1.28055 5.95796 -1.56831
Cl -0.56919 7.29582 0.93452
S 1.69607 -3.19625 -3.90308
F 3.98933 3.54480 3.20219
F 1.86304 3.67185 2.76577
F 2.63545 2.05873 4.00500
O 5.78483 -1.64388 -3.05016
O 3.01594 2.11640 1.79101
O -0.05779 2.34003 -1.75674
O 1.13465 0.03445 2.24279
O 3.96933 -2.45392 -2.26857
O -1.42361 -3.58219 -0.66169
O 5.04086 -1.25640 0.38585
N 3.27077 -0.17318 1.40267
N 4.85523 -1.32006 -2.45569
C 3.94188 1.04340 1.82300
C -1.96326 -3.26043 2.32042
C -4.18669 -3.54249 1.46614
C -0.61889 1.84136 -0.55315
C -4.70367 -2.87307 2.56800
C 1.85646 -0.29299 1.34374
C -2.01158 -3.02994 -1.82402
C -0.92964 -2.20758 -2.56789
C -0.78384 3.42673 -2.30633
C -3.32617 -2.27032 -1.59530
C 1.55025 -0.97445 0.04071
C 2.78809 -2.04923 -1.69853
C 0.34196 -1.88878 -1.81493
C -2.46957 -2.58753 3.42086
C 1.57758 -2.30336 -2.35856
C 1.16114 6.86990 0.99873
C 3.87171 -0.97706 0.41300
C -0.91653 -0.60422 0.02650
C 2.87915 2.82284 2.93290
C -2.81780 -3.73834 1.33052
C -3.83857 -2.39018 3.53853
C 0.33426 -1.17694 -0.59032
C 1.85045 7.09892 -0.32160
C 2.76627 -1.39381 -0.49007
C -1.47892 0.58483 -0.79166
C -2.25029 -4.43213 0.11663
H -1.65353 -1.37235 0.23162
H 1.61751 7.49802 1.76184
H -3.05303 -4.88490 -0.47301
H -1.86249 3.26789 -2.21490
H -3.38405 -1.80471 -0.61335
H -1.39909 0.37759 -1.85610
H -3.47255 -1.49377 -2.34532
H -0.49393 4.35412 -1.80498
H -0.89720 -3.41796 2.20409
H -5.77018 -2.72224 2.66528
H 0.23082 1.60028 0.08895
H 1.68364 8.10728 -0.69097
H 4.40355 0.92670 2.80335
H 4.74209 1.25947 1.11525
H -2.26819 -3.86620 -2.48786
H 1.86843 -2.14670 -4.71747
H 2.92111 6.93935 -0.20544
H -2.51115 0.73819 -0.47963
H -4.18145 -2.94454 -1.67055
H -1.19403 2.62023 -0.04378
H -0.52533 3.49650 -3.36228
H -1.35362 -1.27695 -2.94711
H -1.60299 -5.24836 0.44785
H -4.86244 -3.90424 0.69937
H -0.65820 -2.77872 -3.44902
H -1.78264 -2.20557 4.16402
H -0.64219 -0.18729 0.99288
H 1.23595 5.83092 1.30882
H -4.24406 -1.85137 4.38556
*
```

Output
HOMO energy: -9.32 eV
SMILES: COCCCc1c(C[C@H](C)OCc2ccccc2)c(S)c(ON=O)c2c1C(=O)N(COC(F)(F)F)C2=O.ClCCCl
LUMO: -0.020 Ha

Mulliken charges in e: atom 1 (Cl): -0.15, atom 2 (Cl): -0.19, atom 3 (S): -0.24, atom 4 (F): -0.29, atom 5 (F): -0.24, atom 6 (F): -0.24, atom 7 (O): -0.37, atom 8 (O): -0.29, atom 9 (O): -0.34, atom 10 (O): -0.61, atom 11 (O): -0.48, atom 12 (O): -0.34, atom 13 (O): -0.62, atom 14 (N): 0.26, atom 15 (N): 0.21, atom 16 (C): -0.66, atom 17 (C): -0.27, atom 18 (C): -0.34, atom 19 (C): -0.25, atom 20 (C): -0.63, atom 21 (C): 0.01, atom 22 (C): 0.37, atom 23 (C): -2.04, atom 24 (C): -0.59, atom 25 (C): -1.27, atom 26 (C): 0.53, atom 27 (C): 0.63, atom 28 (C): 1.02, atom 29 (C): -0.58, atom 30 (C): -0.23, atom 31 (C): -0.21, atom 32 (C): -0.04, atom 33 (C): -0.14, atom 34 (C): 0.86, atom 35 (C): 0.83, atom 36 (C): -0.46, atom 37 (C): 0.57, atom 38 (C): -0.47, atom 39 (C): 0.44, atom 40 (C): -0.62, atom 41 (C): -1.34, atom 42 (H): -1.19, atom 43 (H): 0.35, atom 44 (H): 0.45, atom 45 (H): 0.35, atom 46 (H): 0.33, atom 47 (H): 0.09, atom 48 (H): 0.38, atom 49 (H): 0.00, atom 50 (H): 0.36, atom 51 (H): 0.40, atom 52 (H): -0.07, atom 53 (H): 0.36, atom 54 (H): 0.42, atom 55 (H): 0.35, atom 56 (H): 0.75, atom 57 (H): 0.19, atom 58 (H): 0.31, atom 59 (H): 0.60, atom 60 (H): 0.28, atom 61 (H): 0.37, atom 62 (H): 0.29, atom 63 (H): 0.31, atom 64 (H): 0.49, atom 65 (H): 0.35, atom 66 (H): 0.66, atom 67 (H): 0.42, atom 68 (H): 0.76, atom 69 (H): 0.03, atom 70 (H): 0.39

No. 2
The following is a quantum chemistry calculation of C11H13AsBrMgNOS5 as an isolated structure, from OMol25.

```
! RIJCOSX wB97M-V def2-TZVPD def2/J DEFGRID3
* xyz 0 1
Br -2.38581 -6.08047 -1.67150
As -1.42178 2.69257 -1.00241
S 5.23996 -0.45868 1.90102
S -1.24244 0.60716 -0.87590
S 3.02934 -0.79820 -0.04323
S 0.98001 -0.77412 2.85276
S 3.55115 -0.43858 4.28709
Mg 0.74935 -0.41359 0.51391
O 6.17596 -0.19036 4.35213
N -0.13059 -2.35190 -0.09135
C 0.21863 -2.92152 -1.24758
C 5.19951 -0.33651 3.66220
C 2.73356 -0.65980 2.74515
C -0.23201 3.48775 -2.28332
C -1.11425 3.62697 0.64633
C 3.51216 -0.66912 1.64507
C -3.20203 3.13034 -1.56597
C -1.82975 -4.00588 0.18390
C -1.12960 -2.89304 0.61082
C -0.42040 -4.03573 -1.75800
C -1.46493 -4.57053 -1.02546
H -1.70538 3.15848 1.42928
H -0.54196 4.50999 -2.49358
H -3.89601 2.80416 -0.79529
H -0.25457 2.89099 -3.19160
H -2.63104 -4.42080 0.77705
H -3.40703 2.58885 -2.48634
H -1.39385 4.67304 0.53243
H 0.77577 3.47763 -1.87361
H -3.29753 4.20208 -1.73143
H -1.35526 -2.42629 1.56182
H 1.05983 -2.47762 -1.76586
H -0.11076 -4.47425 -2.69498
H -0.05826 3.54699 0.89647
*
```

Output
Relative energy (zero: lowest compared OMol25 entry of this formula, charge and spin): 0.6820 eV
HOMO energy: -6.45 eV
LUMO: -0.007 Ha

Mulliken charges in e: atom 1 (Br): -0.13, atom 2 (As): 0.69, atom 3 (S): -0.19, atom 4 (S): -0.50, atom 5 (S): -0.59, atom 6 (S): -0.59, atom 7 (S): -0.19, atom 8 (Mg): 0.78, atom 9 (O): -0.58, atom 10 (N): -0.11, atom 11 (C): -0.09, atom 12 (C): 0.57, atom 13 (C): 0.22, atom 14 (C): -1.04, atom 15 (C): -1.06, atom 16 (C): 0.20, atom 17 (C): -1.05, atom 18 (C): -0.64, atom 19 (C): -0.09, atom 20 (C): -0.63, atom 21 (C): 0.38, atom 22 (H): 0.34, atom 23 (H): 0.39, atom 24 (H): 0.34, atom 25 (H): 0.34, atom 26 (H): 0.42, atom 27 (H): 0.35, atom 28 (H): 0.40, atom 29 (H): 0.36, atom 30 (H): 0.38, atom 31 (H): 0.28, atom 32 (H): 0.27, atom 33 (H): 0.42, atom 34 (H): 0.37

No. 3
The following is a quantum chemistry calculation of C2H4OS2 as an isolated structure in a non-equilibrium geometry, from OMol25.

```
! RIJCOSX wB97M-V def2-TZVPD def2/J DEFGRID3
* xyz 0 1
S 1.44869 -0.92559 -0.40653
S 3.88241 0.20889 -0.27778
O -1.08847 0.07516 -0.66510
C -1.89658 -0.18740 0.32916
C 2.21299 0.56961 -0.34756
H -1.70328 -1.36612 0.48913
H 1.70074 1.47376 -0.49394
H -1.60881 0.41977 1.21748
H -2.94769 -0.26809 0.15513
*
```

Output
Relative energy (zero: lowest compared OMol25 entry of this formula, charge and spin): 5.3287 eV
HOMO energy (spin up / spin down): -8.44 / -8.46 eV
LUMO (spin up / spin down): -0.118 / -0.118 Ha

Mulliken charges in e: atom 1 (S): 0.10, atom 2 (S): -0.19, atom 3 (O): -0.48, atom 4 (C): -0.45, atom 5 (C): -0.04, atom 6 (H): 0.17, atom 7 (H): 0.37, atom 8 (H): 0.22, atom 9 (H): 0.30

No. 4
The following is a quantum chemistry calculation of C6H6O2 as an isolated structure in a non-equilibrium geometry, from OMol25.

```
! RIJCOSX wB97M-V def2-TZVPD def2/J DEFGRID3
* xyz 0 1
O -1.79861 -1.17376 -0.77326
O 0.67230 -0.08552 1.21030
C 1.51494 -1.05392 -1.10303
C 0.78987 -0.15392 -0.10905
C -0.49285 1.76318 0.49665
C -0.81194 -0.66270 -0.12245
C -0.75371 0.23813 1.08815
C 0.54546 1.37952 -0.35129
H 2.70495 -0.43893 -1.42893
H 1.69716 -2.10522 -0.92614
H 1.09943 1.97696 -1.06730
H 0.92408 -1.19490 -2.23187
H -1.05583 2.77377 0.75701
H -1.11003 0.00075 2.00702
*
```

Output
Relative energy (zero: lowest compared OMol25 entry of this formula, charge and spin): 5.8270 eV
HOMO energy: -9.40 eV
LUMO: 0.014 Ha

Mulliken charges in e: atom 1 (O): -0.59, atom 2 (O): -0.43, atom 3 (C): -1.15, atom 4 (C): 0.75, atom 5 (C): -0.50, atom 6 (C): 0.39, atom 7 (C): -0.06, atom 8 (C): -0.52, atom 9 (H): 0.24, atom 10 (H): 0.38, atom 11 (H): 0.39, atom 12 (H): 0.26, atom 13 (H): 0.30, atom 14 (H): 0.53

No. 5
The following is a quantum chemistry calculation of one molecule with the formula C4H6O2 in a non-equilibrium geometry, from OMol25.

```
! RIJCOSX wB97M-V def2-TZVPD def2/J DEFGRID3
* xyz 0 1
O -0.61635 0.03055 -2.90430
O 0.00508 0.82636 0.54906
C -0.09325 -0.01184 -1.81678
C -0.95451 -0.64608 0.51387
C 1.03000 -0.11023 1.23193
C -0.83237 0.34867 -0.55754
H 0.95471 -0.34903 -1.68142
H 1.50150 -0.81446 0.54506
H 0.69384 -0.68627 2.10877
H 1.70575 0.67060 1.55449
H -1.65831 1.04262 -0.74398
H -1.73609 -0.30090 1.20084
*
```

Output
Relative energy (zero: lowest compared OMol25 entry of this formula, charge and spin): 6.3819 eV
HOMO energy: -8.57 eV
LUMO: 0.024 Ha

Mulliken charges in e: atom 1 (O): -0.46, atom 2 (O): -0.25, atom 3 (C): -0.14, atom 4 (C): -0.62, atom 5 (C): -0.59, atom 6 (C): 0.39, atom 7 (H): 0.27, atom 8 (H): 0.31, atom 9 (H): 0.27, atom 10 (H): 0.26, atom 11 (H): 0.34, atom 12 (H): 0.22

No. 6
The following is a quantum chemistry calculation of a 3-piece molecular cluster, C6H16N2O2 overall in a non-equilibrium geometry, from OMol25.

```
! RIJCOSX wB97M-V def2-TZVPD def2/J DEFGRID3
* xyz 0 1
O 1.10127 -1.67044 0.87100
O -1.39010 1.24784 -1.88595
N -0.02364 -1.17911 -1.67655
N -0.02824 1.46816 -1.52294
C -1.26198 -0.08737 0.84195
C 0.63053 -0.28693 -0.85627
C 1.04741 0.88223 1.35123
C 0.18399 0.02300 0.47349
C -0.02119 2.75337 -0.85982
C 0.36955 -2.81375 1.13987
H 1.22134 0.34381 2.28446
H -1.67262 -1.07794 0.62955
H 0.58020 -1.88011 -2.08610
H -1.30435 0.53837 -2.54221
H -0.74503 2.83510 -0.03628
H -0.11457 -3.23869 0.23628
H 1.67982 -0.14677 -1.07530
H -1.86585 0.63493 0.27994
H -0.28236 3.53475 -1.58397
H -0.87496 -1.58323 -1.31181
H 0.55990 1.82973 1.59084
H -1.40736 0.09600 1.90700
H 0.98738 2.96472 -0.50424
H 1.02768 -3.60700 1.52966
H 2.02231 1.08446 0.90533
H -0.41915 -2.66511 1.90085
*
```

Output
Relative energy (zero: lowest compared OMol25 entry of this formula, charge and spin): 6.6514 eV
HOMO energy (spin up / spin down): -7.16 / -7.16 eV
LUMO (spin up / spin down): 0.028 / 0.028 Ha

Mulliken charges in e: atom 1 (O): -0.58, atom 2 (O): -0.48, atom 3 (N): -0.49, atom 4 (N): -0.27, atom 5 (C): -1.59, atom 6 (C): -0.23, atom 7 (C): -1.75, atom 8 (C): 1.60, atom 9 (C): -0.85, atom 10 (C): -0.66, atom 11 (H): 0.41, atom 12 (H): 0.44, atom 13 (H): 0.26, atom 14 (H): 0.33, atom 15 (H): 0.29, atom 16 (H): 0.21, atom 17 (H): 0.53, atom 18 (H): 0.33, atom 19 (H): 0.28, atom 20 (H): 0.25, atom 21 (H): 0.46, atom 22 (H): 0.37, atom 23 (H): 0.31, atom 24 (H): 0.27, atom 25 (H): 0.32, atom 26 (H): 0.23

| no. | energy (eV) |
| --- | --- |
| 1 | -88775.0914 |
| 2 | -205660.7915 |
| 3 | -25851.1668 |
| 4 | -10407.5824 |
| 5 | -8334.0792 |
| 6 | -13551.4997 |